Below is an isolated molecule of C2H3NOS2 in a non-equilibrium geometry, with properties calculated with ωB97M-V/def2-TZVPD.

As for the total energy: -1004.2918 Eh. As for the charge: 0. As for the SMILES: S=CO/C=N\S. The calculation puts the LUMO energy at -0.0295 hartree. The energy relative to the best compared isomer or geometry (same formula, charge and spin) comes out at 251.5 kJ/mol. The calculation puts the maximum force at 6.094 eV Å⁻¹.

```
9
Properties=species:S:1:pos:R:3:forces:R:3:mulliken_charge:R:1
S 2.659 -0.371 -0.235 0.433 2.014 0.452 -0.32
C 1.680 0.897 0.113 -1.277 -1.071 -1.269 0.08
O 0.278 0.763 0.130 1.274 -1.965 0.654 -0.23
C -0.068 -0.594 0.251 -6.069 0.202 -0.506 0.04
N -1.318 -1.060 0.201 3.705 3.056 -0.446 -0.35
S -2.371 0.257 -0.208 -0.545 -0.623 0.213 -0.13
H 1.824 1.976 0.178 0.737 -0.307 0.196 0.34
H 0.670 -1.290 0.144 1.842 -1.472 0.585 0.40
H -3.354 -0.579 -0.574 -0.100 0.166 0.121 0.15
```
Forces are in eV/Å.


Below is an isolated molecule of C2H3NOS3 in a non-equilibrium geometry, with properties calculated with ωB97M-V/def2-TZVPD.

As for the total energy: -1402.3414 Eh. As for the charge: 0. The calculation puts the LUMO energy (spin up / spin down) at -0.0924 / -0.1241 hartree. The energy relative to the best compared isomer or geometry (same formula, charge and spin) comes out at 554.8 kJ/mol. The calculation puts the maximum force at 3.379 eV Å⁻¹.

```
10
Properties=species:S:1:pos:R:3:forces:R:3:mulliken_charge:R:1
C -1.506 -0.004 1.847 0.281 1.003 2.466 0.43
C -0.343 0.921 -0.666 1.358 0.975 2.936 -0.02
N -1.088 -0.826 0.995 -0.536 0.274 -0.585 -0.07
O -0.702 -0.476 -0.337 -0.752 -0.387 -1.874 -0.18
S -1.768 0.963 3.109 0.281 -1.856 -2.567 -0.12
S -0.829 1.494 -2.196 -0.066 -0.644 -0.096 -0.26
S 1.523 0.873 -0.165 -0.191 0.440 -0.297 -0.24
H -1.232 -1.842 0.840 -0.077 0.898 1.010 0.30
H -0.740 1.538 0.214 0.308 -0.685 -1.082 0.01
H 2.199 0.936 -1.336 -0.607 -0.018 0.088 0.14
```
Forces are in eV/Å.


Below is a 2-piece molecular cluster, C2H3NOS3 overall in a non-equilibrium geometry, with properties calculated with ωB97M-V/def2-TZVPD.

As for the total energy: -1402.4210 Eh. As for the charge: 0. The calculation puts the LUMO energy (spin up / spin down) at -0.0195 / -0.0195 hartree. The energy relative to the best compared isomer or geometry (same formula, charge and spin) comes out at 345.9 kJ/mol. The calculation puts the maximum force at 4.542 eV Å⁻¹.

```
10
Properties=species:S:1:pos:R:3:forces:R:3:mulliken_charge:R:1
C -2.129 0.646 0.038 -0.407 1.422 -0.734 0.47
C -0.081 -0.310 0.232 0.957 -2.546 3.637 -0.33
N -0.302 -1.392 -0.520 -0.428 0.808 0.523 0.20
O -1.175 -2.254 -0.176 1.109 0.318 -0.579 -0.48
S -1.728 2.125 -0.282 0.086 0.994 0.132 -0.30
S -2.985 -0.606 0.153 -1.431 -1.477 0.451 -0.18
S 1.148 0.853 -0.202 0.567 0.440 -0.371 -0.19
H -0.352 -0.585 1.371 0.639 1.163 -2.747 0.43
H -0.003 -1.319 -1.501 -0.112 -0.368 0.035 0.22
H 1.991 1.013 0.881 -0.978 -0.754 -0.349 0.16
```
Forces are in eV/Å.


Below is an isolated molecule of C2H3NOS3 in a non-equilibrium geometry, with properties calculated with ωB97M-V/def2-TZVPD.

As for the total energy: -1402.5436 Eh. As for the charge: 0. As for the SMILES: O=C(S)C(=S)NS. The calculation puts the LUMO energy at -0.0330 hartree. The energy relative to the best compared isomer or geometry (same formula, charge and spin) comes out at 24.1 kJ/mol. The calculation puts the maximum force at 3.395 eV Å⁻¹.

```
10
Properties=species:S:1:pos:R:3:forces:R:3:mulliken_charge:R:1
O 0.571 0.715 -1.761 -0.051 0.700 -1.018 -0.56
C 0.127 -0.296 -1.281 1.371 -0.019 -0.581 0.63
S 0.237 -1.781 -2.213 -0.344 -0.122 0.439 -0.15
C -0.245 -0.197 0.170 -0.981 -3.198 0.578 0.18
S -0.615 -1.583 1.010 0.103 0.965 0.006 -0.35
N -0.196 1.045 0.568 0.079 1.393 0.820 -0.27
S -0.607 1.614 2.117 0.613 -0.112 0.081 -0.12
H -0.079 -2.601 -1.180 -0.068 0.219 -0.195 0.13
H 0.192 1.679 -0.126 -0.176 0.138 0.065 0.34
H 0.616 1.404 2.696 -0.546 0.037 -0.195 0.16
```
Forces are in eV/Å.


Below is C2H3NS as an isolated structure in a non-equilibrium geometry, with properties calculated with ωB97M-V/def2-TZVPD.

As for the total energy: -530.7937 Eh. As for the charge: 0. The calculation puts the LUMO energy at 0.0208 hartree. The energy relative to the best compared isomer or geometry (same formula, charge and spin) comes out at 370.2 kJ/mol. The calculation puts the maximum force at 5.667 eV Å⁻¹.

```
7
Properties=species:S:1:pos:R:3:forces:R:3:mulliken_charge:R:1
C -0.481 -0.033 -0.510 -0.990 -0.443 0.779 -0.33
C -0.290 -0.620 0.705 -0.132 -5.262 2.100 -0.20
N 0.488 0.946 -0.410 0.640 -0.549 0.606 -0.19
S 1.185 0.273 1.026 -0.459 0.560 -0.187 -0.07
H -1.269 -0.250 -1.232 0.553 0.577 -0.117 0.34
H -0.525 -1.998 1.353 0.509 4.752 -2.397 0.25
H 0.891 1.682 -0.933 -0.122 0.365 -0.784 0.21
```
Forces are in eV/Å.


Below is a 2-piece molecular cluster, C2H3NS overall in a non-equilibrium geometry, with properties calculated with ωB97M-V/def2-TZVPD.

As for the total energy: -530.8273 Eh. As for the charge: 0. The calculation puts the LUMO energy at -0.0292 hartree. The energy relative to the best compared isomer or geometry (same formula, charge and spin) comes out at 281.9 kJ/mol. The calculation puts the maximum force at 5.259 eV Å⁻¹.

```
7
Properties=species:S:1:pos:R:3:forces:R:3:mulliken_charge:R:1
C -0.230 -1.373 -0.108 0.427 1.288 1.025 0.22
C 0.040 0.021 0.391 2.964 -0.709 -4.286 -0.45
N -0.386 -2.468 -0.428 -0.066 0.327 -0.030 -0.32
S -0.996 1.206 -0.530 0.276 -0.143 0.432 -0.16
H 1.638 0.247 -0.320 -3.680 -0.613 2.060 0.23
H 0.085 0.115 1.447 0.243 0.072 0.695 0.33
H -0.150 2.252 -0.452 -0.162 -0.221 0.104 0.15
```
Forces are in eV/Å.


Below is an isolated molecule of C2H3NS2 in a non-equilibrium geometry, with properties calculated with ωB97M-V/def2-TZVPD.

As for the total energy: -929.0035 Eh. As for the charge: 0. The calculation puts the LUMO energy (spin up / spin down) at -0.0163 / -0.0441 hartree. The energy relative to the best compared isomer or geometry (same formula, charge and spin) comes out at 298.8 kJ/mol. The calculation puts the maximum force at 4.312 eV Å⁻¹.

```
8
Properties=species:S:1:pos:R:3:forces:R:3:mulliken_charge:R:1
C -0.523 -1.077 -0.795 2.005 1.917 2.465 -0.08
C 1.163 0.775 0.623 -2.695 2.483 -2.271 -0.56
N -1.485 -0.406 -0.466 -1.298 -0.221 -0.711 -0.18
S 1.131 -0.766 0.108 0.257 -1.670 -0.692 -0.04
S -2.015 0.862 0.269 -0.143 0.922 0.636 -0.13
H -0.483 -2.007 -1.206 -0.094 -2.321 -1.565 0.39
H 1.683 1.104 1.487 0.218 0.030 0.666 0.31
H 0.530 1.515 -0.022 1.749 -1.140 1.474 0.28
```
Forces are in eV/Å.


Below is an isolated molecule of C2H3NS2 in a non-equilibrium geometry, with properties calculated with ωB97M-V/def2-TZVPD.

As for the total energy: -929.0822 Eh. As for the charge: 0. As for the SMILES: C=NSC=S. The calculation puts the LUMO energy at -0.0083 hartree. The energy relative to the best compared isomer or geometry (same formula, charge and spin) comes out at 92.2 kJ/mol. The calculation puts the maximum force at 1.043 eV Å⁻¹.

```
8
Properties=species:S:1:pos:R:3:forces:R:3:mulliken_charge:R:1
C -0.887 0.772 1.487 0.817 -0.645 0.069 -0.21
N -0.086 0.108 0.750 -0.562 0.479 0.269 -0.32
S -0.347 0.206 -0.926 0.241 -0.207 -0.084 0.09
C 0.950 -0.817 -1.438 -0.179 0.138 -0.147 -0.16
S 1.282 -1.174 -2.975 -0.052 0.044 0.075 -0.22
H -1.708 1.376 1.135 -0.308 0.231 -0.252 0.23
H -0.725 0.717 2.560 -0.020 0.009 -0.047 0.24
H 1.520 -1.188 -0.593 0.063 -0.050 0.116 0.35
```
Forces are in eV/Å.


Below is an isolated molecule of C2H3NS3 in a non-equilibrium geometry, with properties calculated with ωB97M-V/def2-TZVPD.

As for the total energy: -1327.1982 Eh. As for the charge: 0. The calculation puts the LUMO energy (spin up / spin down) at -0.0244 / -0.0533 hartree. The energy relative to the best compared isomer or geometry (same formula, charge and spin) comes out at 310.9 kJ/mol. The calculation puts the maximum force at 2.780 eV Å⁻¹.

```
9
Properties=species:S:1:pos:R:3:forces:R:3:mulliken_charge:R:1
C 1.276 -1.208 0.200 -1.305 0.217 0.313 -0.16
C -1.065 0.143 -0.189 0.306 1.925 -1.139 -0.30
N 2.095 -0.275 0.198 -0.024 1.141 -0.254 -0.19
S -0.535 -1.217 0.534 1.058 -1.615 0.926 -0.09
S 2.010 1.323 0.203 -0.116 0.169 0.221 -0.09
S -2.269 1.122 0.636 1.091 -1.802 1.708 -0.13
H 1.575 -2.136 -0.140 0.700 -2.078 -0.199 0.41
H -0.501 0.387 -1.113 -1.076 0.466 0.622 0.43
H -2.587 1.860 -0.329 -0.634 1.577 -2.199 0.12
```
Forces are in eV/Å.


Below is an isolated molecule of C2H3NS3 in a non-equilibrium geometry, with properties calculated with ωB97M-V/def2-TZVPD.

As for the total energy: -1327.2227 Eh. As for the charge: 0. The calculation puts the LUMO energy (spin up / spin down) at -0.0289 / -0.0407 hartree. The energy relative to the best compared isomer or geometry (same formula, charge and spin) comes out at 246.8 kJ/mol. The calculation puts the maximum force at 1.081 eV Å⁻¹.

```
9
Properties=species:S:1:pos:R:3:forces:R:3:mulliken_charge:R:1
C -0.296 1.301 -1.293 0.587 -0.062 0.297 -0.02
C 0.612 -0.813 0.296 -0.707 0.033 0.309 -0.43
N -1.356 1.331 -0.653 -0.071 0.459 -0.782 -0.23
S 1.202 0.344 -0.788 -0.088 0.229 -0.242 -0.10
S -2.010 0.550 0.546 0.158 -0.765 0.747 -0.09
S 1.353 -1.002 1.844 0.178 0.139 0.025 -0.11
H -0.088 1.929 -2.138 0.036 0.187 -0.310 0.35
H -0.020 -1.607 -0.060 -0.063 -0.138 -0.030 0.49
H 0.602 -2.032 2.246 -0.029 -0.081 -0.014 0.15
```
Forces are in eV/Å.